# 1
Entry from OMol25: C35H39Br3N10O3PYb as an isolated structure at a distorted geometry (wB97M-V/def2-TZVPD).

Output
* net charge: +2
* spin multiplicity: 2
* <S²>: 0.751
* LUMO level (spin up / spin down): -5.5050 / -5.5043 eV
* HOMO-LUMO gap (spin up / spin down): 6.9 / 6.9 eV
* electronic energy: -11352.251560 Eh

Structure (XYZ):
```
92
Properties=species:S:1:pos:R:3:mulliken_charge:R:1
Yb 0.037 -0.441 -0.476 0.2181
O 3.420 1.089 -2.290 -0.8027
C 2.510 1.089 -1.450 -0.3484
N 2.257 0.152 -0.522 0.5317
C 2.978 -1.014 -0.549 -0.0069
O 3.715 -1.400 -1.436 -0.6095
C 2.678 -1.933 0.604 0.2764
C 3.683 -2.747 1.113 -0.7424
C 3.352 -3.713 2.049 -0.8254
C 2.018 -3.848 2.405 -1.0813
C 1.085 -2.990 1.848 -0.4385
N 1.388 -2.030 0.970 1.1308
C 1.558 2.252 -1.420 0.6345
C 1.960 3.486 -1.919 -0.8895
C 1.057 4.537 -1.917 -1.0496
C -0.217 4.310 -1.419 -1.2305
C -0.529 3.047 -0.934 -0.7065
N 0.328 2.029 -0.931 1.8342
H 4.695 -2.620 0.757 0.5966
H 4.104 -4.362 2.468 0.4930
H 1.702 -4.608 3.100 0.5394
H 0.037 -3.095 2.092 0.3289
H 2.967 3.611 -2.286 0.7190
H 1.336 5.509 -2.294 0.5046
H -0.948 5.101 -1.390 0.5736
H -1.514 2.839 -0.529 0.4782
C -2.252 -1.457 2.527 -0.4566
C -3.046 -0.892 1.394 0.4887
C -4.447 -0.811 1.510 -1.4332
C -5.184 -0.269 0.495 -1.0823
C -4.539 0.167 -0.680 0.2784
C -5.212 0.745 -1.780 -0.0015
Br -7.099 0.993 -1.726 -0.1768
C -4.510 1.134 -2.898 -0.3939
C -3.141 0.906 -2.961 -0.0200
Br -2.151 1.419 -4.493 -0.1171
C -2.405 0.307 -1.937 -0.1896
O -1.143 0.032 -2.066 0.2697
C -3.128 -0.006 -0.740 -0.0219
N -2.400 -0.502 0.306 1.3752
H -2.482 -2.516 2.646 0.5831
H -2.519 -0.963 3.460 0.5246
H -1.185 -1.326 2.338 -0.8646
H -4.928 -1.177 2.403 0.5959
H -6.257 -0.178 0.572 0.4091
H -5.025 1.596 -3.727 0.4952
Br 1.724 -6.425 -1.491 -0.1224
C 0.236 -5.274 -1.242 -0.8462
C -1.057 -5.777 -1.136 -0.2140
C -2.082 -4.868 -0.952 -1.1514
C -1.786 -3.515 -0.869 -0.2827
N -0.547 -3.023 -0.969 0.6052
C 0.441 -3.902 -1.162 0.0412
H -1.247 -6.834 -1.226 0.4961
H -3.102 -5.207 -0.885 0.5062
H -2.582 -2.795 -0.748 0.4478
H 1.449 -3.517 -1.259 0.4741
N 2.753 0.854 -4.771 -0.0124
C 1.283 0.649 -4.702 -0.3153
C 0.916 -0.794 -4.382 -0.8315
N 1.285 -1.210 -3.020 -0.3156
H 2.980 1.741 -5.226 0.4045
H 3.211 0.097 -5.287 0.3741
H 3.158 0.908 -3.767 0.1638
H 0.831 0.909 -5.661 0.4296
H 0.871 1.308 -3.938 -0.1740
H 1.363 -1.449 -5.145 0.5473
H -0.171 -0.867 -4.456 0.2699
H 2.305 -1.214 -2.935 0.3476
H 0.998 -2.184 -2.942 0.1145
C -0.169 2.169 4.973 -1.0156
N -0.629 2.988 3.863 0.2298
C 0.404 3.953 3.520 -0.9822
N 1.669 3.310 3.205 0.2198
C 2.091 2.504 4.336 -0.9247
N 1.093 1.506 4.683 0.2258
C 0.961 0.485 3.683 -1.4080
P 0.351 1.144 2.010 2.5218
C -1.042 2.200 2.735 -1.3688
C 1.612 2.564 1.981 -1.4917
H -0.928 1.420 5.212 0.3945
H -0.026 2.818 5.840 0.3007
H 0.554 4.612 4.377 0.2945
H 0.075 4.550 2.664 0.3898
H 2.236 3.162 5.196 0.3248
H 3.037 2.010 4.102 0.3801
H 0.264 -0.276 4.051 0.4080
H 1.941 0.018 3.520 0.4110
H -1.865 1.543 3.041 0.3751
H -1.408 2.872 1.949 0.4730
H 1.350 3.254 1.172 0.4431
H 2.597 2.131 1.769 0.4530
```


# 2
Entry from OMol25: a 2-piece molecular cluster, C4H8NO2 overall at a distorted geometry (wB97M-V/def2-TZVPD).

Output
* net charge: +1
* spin multiplicity: 1
* LUMO level (spin up / spin down): -6.6811 / -6.1625 eV
* HOMO-LUMO gap (spin up / spin down): 7.5 / 8.1 eV
* electronic energy: -361.957118 Eh

Structure (XYZ):
```
15
Properties=species:S:1:pos:R:3:nbo_charge:R:1
C -2.865 -0.449 0.256 0.2231
C -1.891 0.517 0.019 0.5411
C 1.068 0.885 0.013 -0.5023
C 0.401 -1.374 -0.404 -0.4890
N 0.300 -0.213 0.358 -0.1031
O -3.525 -1.240 -0.336 -0.3793
O -1.759 1.756 0.103 -0.5488
H -2.745 -0.476 1.396 0.2002
H 0.536 1.814 0.249 0.2641
H 1.467 0.897 -1.008 0.2099
H 1.895 0.893 0.743 0.2965
H 0.657 -1.233 -1.463 0.2129
H -0.475 -2.011 -0.276 0.2472
H 1.225 -1.934 0.066 0.2885
H -2.554 2.338 0.130 0.5390
```


# 3
Entry from OMol25: C28H53O2PScSe2Si2 as an isolated structure at a distorted geometry (wB97M-V/def2-TZVPD).

Output
* net charge: +1
* spin multiplicity: 1
* LUMO level: -2.5875 eV
* HOMO-LUMO gap: 8.5 eV
* electronic energy: -7732.976328 Eh

Structure (XYZ):
```
89
Properties=species:S:1:pos:R:3:mulliken_charge:R:1
O -0.591 -1.584 -1.421 0.3451
O -1.906 -0.494 -3.479 -0.0783
C 0.406 -2.545 -1.907 -0.0499
C 0.765 -3.640 -0.928 -1.2797
H 1.283 -1.945 -2.173 0.1919
H -0.019 -2.948 -2.830 0.0551
H 1.109 -3.244 0.037 0.1612
H 1.591 -4.216 -1.367 0.4689
H -0.067 -4.329 -0.770 0.2919
C -1.735 -2.121 -0.653 -0.2700
C -2.515 -3.108 -1.477 -1.1160
H -2.346 -1.257 -0.377 0.2511
H -1.353 -2.565 0.287 0.3886
H -2.883 -2.630 -2.388 -0.1473
H -3.383 -3.452 -0.905 0.4709
H -1.918 -3.989 -1.736 0.3027
C -3.060 0.381 -3.630 -0.5167
C -1.746 -1.403 -4.608 -0.2669
C -4.221 -0.092 -2.792 -1.2793
H -3.353 0.452 -4.691 0.4979
H -2.741 1.376 -3.311 0.3466
H -4.611 -1.047 -3.161 0.3183
H -5.028 0.648 -2.856 0.4764
H -3.939 -0.198 -1.739 0.1336
C -2.988 -2.163 -5.019 -1.3189
H -0.964 -2.111 -4.313 0.0023
H -1.361 -0.830 -5.473 0.3403
H -3.394 -2.766 -4.203 0.3036
H -2.714 -2.855 -5.825 0.4613
H -3.769 -1.501 -5.407 0.3442
H -0.757 -0.138 -2.087 -0.0384
Sc 0.302 0.308 -0.134 -0.6259
C -0.363 1.196 -2.044 0.1818
Si 0.580 1.573 -3.655 0.5569
H -1.310 1.746 -2.059 0.7606
H 0.288 1.778 -1.290 0.6866
C 1.445 0.043 -4.309 -0.8636
C 1.933 2.844 -3.308 -0.8492
C -0.528 2.321 -4.975 -1.1621
C 2.434 0.400 -0.531 -0.1575
Si 3.517 1.301 0.716 0.1416
H 2.640 0.775 -1.548 0.1855
H 2.772 -0.660 -0.546 0.3373
C 4.654 2.515 -0.174 -1.2113
C 4.598 0.080 1.656 -1.0804
C 2.566 2.292 2.005 -0.5530
H 0.097 2.815 -5.738 0.3877
H -1.184 3.088 -4.536 0.3540
H -1.155 1.579 -5.480 0.2133
H 2.283 -0.250 -3.654 0.3015
H 1.853 0.261 -5.306 0.4942
H 0.765 -0.811 -4.398 0.2070
H 2.503 2.638 -2.393 -0.0021
H 1.484 3.838 -3.217 0.3683
H 2.637 2.859 -4.152 0.3647
H 5.037 -0.659 0.972 0.3427
H 4.030 -0.458 2.424 0.2914
H 5.429 0.616 2.146 0.3444
H 2.359 1.701 2.908 -0.1464
H 1.605 2.687 1.647 0.2319
H 3.177 3.153 2.316 0.5713
H 5.544 2.716 0.440 0.3571
H 4.147 3.476 -0.357 0.3158
H 4.989 2.113 -1.136 0.3495
Se -1.390 1.344 1.603 -0.4819
P -0.418 0.149 3.204 0.1813
Se 0.925 -1.162 2.053 -0.4557
C 0.416 1.235 4.420 0.3885
C 1.306 0.642 5.333 -0.4012
C 1.926 1.435 6.307 -0.6982
C 1.659 2.805 6.364 -0.4337
C 0.770 3.393 5.453 -0.6898
C 0.140 2.608 4.487 -0.0637
C -1.492 -0.820 4.325 0.8972
C -1.258 -2.190 4.526 -0.4319
C -1.874 -2.844 5.601 -0.5896
C -2.740 -2.143 6.445 -0.4474
C -3.016 -0.786 6.208 -0.7012
C -2.392 -0.125 5.145 -0.3814
H 1.504 -0.432 5.284 0.3969
H 2.610 0.976 7.017 0.4126
H 2.144 3.424 7.123 0.3923
H 0.564 4.462 5.499 0.4152
H -0.560 3.053 3.774 0.3517
H -0.579 -2.725 3.860 0.2896
H -1.669 -3.898 5.779 0.4005
H -3.204 -2.649 7.292 0.3811
H -3.702 -0.247 6.854 0.4048
H -2.589 0.937 4.961 0.3798
```


Q: Which of these has the highest net charge?
A: C35H39Br3N10O3PYb